No. 1
ORCA calculation (the ωB97M-V functional and the def2-TZVPD basis) on a cluster of 2 separate species, C4H11N2O3 in total in a non-equilibrium geometry.

As for the lowest unoccupied orbital energy (alpha / beta): 0.7 / -3.0 eV. The HOMO energy (alpha / beta) is -10.0 / -10.0 eV. As for the multiplicity: 2. As for the energy above the lowest of the compared OMol25 structures with the same formula, charge and spin: 2.018 eV. The calculation puts the total energy at -494.11622 Ha.

Last column: Mulliken charge in e.
Element x y z (Å)
C1 1.058 0.679 -0.918  -0.678
N1 -0.055 1.539 -0.410  -0.166
C2 0.076 1.977 1.036  -0.404
O1 -0.015 0.949 1.842  -0.507
C3 0.731 -0.835 -0.769  -0.415
N2 -0.494 -1.211 -1.517  -0.156
C4 -1.653 -1.259 -0.716  0.059
O2 -2.673 -1.634 -1.250  -0.564
H1 1.107 0.991 -1.985  0.351
H2 2.081 0.968 -0.690  0.357
H3 -0.872 0.938 -0.461  0.271
H4 -0.768 2.704 1.117  0.380
H5 0.926 2.710 1.057  0.314
H6 0.454 -1.192 0.227  0.308
H7 1.506 -1.524 -1.148  0.316
H8 -0.566 -1.196 -2.518  0.210
H9 -1.600 -0.948 0.346  0.299
H10 1.540 0.200 1.758  0.370
H11 1.596 -0.888 2.515  0.331
O3 2.284 -0.429 1.997  -0.676

=====

No. 2
ORCA calculation (the ωB97M-V functional and the def2-TZVPD basis) on a cluster of 2 separate species, C4H11N2O3Si in total in a non-equilibrium geometry.

As for the lowest unoccupied orbital energy: -3.8 eV. The HOMO energy is -11.7 eV. As for the energy above the lowest of the compared OMol25 structures with the same formula, charge and spin: 0.000 eV. The calculation puts the total energy at -783.45562 Ha. The charge is +1.

Last column: Mulliken charge in e.
Element x y z (Å)
C1 -2.696 -2.514 0.391  -0.514
C2 0.017 0.439 -2.294  -0.532
C3 -0.867 1.462 2.338  -0.549
C4 4.213 1.192 -0.597  -0.329
N1 2.239 -0.130 -0.302  -0.553
N2 3.157 0.527 -0.404  0.397
O1 -2.086 -1.304 0.745  -0.366
O2 -0.649 -0.293 -1.307  -0.216
O3 -0.630 0.910 1.087  -0.187
Si1 -1.112 -0.233 0.177  0.835
H1 -2.357 -2.866 -0.576  0.294
H2 -3.726 -2.278 0.469  0.267
H3 -2.328 -3.194 1.106  0.274
H4 0.708 1.240 -1.947  0.278
H5 -0.813 0.954 -2.735  0.300
H6 0.597 -0.285 -2.907  0.260
H7 -0.428 2.604 2.337  0.228
H8 -0.185 0.879 2.946  0.307
H9 -1.843 1.284 2.639  0.305
H10 4.697 1.912 0.062  0.271
H11 4.582 0.939 -1.568  0.231

=====

No. 3
ORCA calculation (the ωB97M-V functional and the def2-TZVPD basis) on a cluster of 2 separate species, C4H11N2OS in total in a non-equilibrium geometry.

As for the lowest unoccupied orbital energy: 3.9 eV. The HOMO energy is -3.2 eV. As for the energy above the lowest of the compared OMol25 structures with the same formula, charge and spin: 1.076 eV. The calculation puts the total energy at -742.00731 Ha. The charge is -1.

Last column: Mulliken charge in e.
Element x y z (Å)
C1 -1.872 -1.335 -0.554  -0.698
C2 -1.720 0.142 -0.924  -0.404
S1 -0.236 0.446 -1.933  -0.685
N1 -0.820 -2.034 0.158  -0.616
H1 -1.994 -1.897 -1.506  0.277
H2 -2.841 -1.449 0.065  0.331
H3 -1.658 0.728 0.039  0.193
H4 -2.578 0.539 -1.517  0.294
H5 -0.757 -1.662 1.123  0.263
H6 0.076 -1.864 -0.367  0.285
C3 2.443 0.204 0.335  -0.822
C4 1.460 1.052 1.142  0.634
N2 0.741 2.048 0.461  -0.428
O1 1.306 0.868 2.360  -0.679
H7 1.910 -0.228 -0.549  0.130
H8 2.816 -0.609 0.978  0.226
H9 3.273 0.781 0.034  0.341
H10 0.340 1.772 -0.486  0.102
H11 0.111 2.498 1.142  0.258